# 1
The following is a DFT calculation (wB97M-V/def2-TZVPD) of C23H33NO5 in the gas phase.

```
62
Properties=species:S:1:pos:R:3:lowdin_charge:R:1
C -5.35621 -3.50896 -0.40716 -0.111
H -5.13589 -4.56580 -0.28111 0.070
C -4.37948 -2.66091 0.39821 -0.268
C -4.67336 -1.17103 0.24366 -0.202
H -5.69197 -0.97167 0.58388 0.118
H -4.62068 -0.90998 -0.81594 0.109
C -3.70732 -0.29103 1.05569 -0.129
C -2.30509 -0.37055 0.52565 -0.190
C -1.41031 -1.22166 1.08287 0.040
C -0.08368 -1.40928 0.57704 -0.144
C 0.84555 -2.20469 1.18297 0.026
C 2.17805 -2.34038 0.69340 -0.370
O 3.09198 -2.87971 1.29483 0.084
C 2.44186 -1.82284 -0.74026 -0.335
C 1.52443 -0.71113 -1.23472 -0.296
O 1.86965 0.03166 -2.13444 0.102
C 0.20830 -0.65072 -0.60936 -0.055
C -0.71963 0.21785 -1.10111 0.033
N -1.95558 0.36866 -0.58717 -0.014
C -2.77176 1.45331 -1.09352 -0.127
H -2.49216 1.62461 -2.13622 0.134
H -3.82538 1.17101 -1.06976 0.113
C -2.56857 2.75277 -0.30137 -0.125
H -2.80675 2.58584 0.74974 0.116
C -1.13550 3.28184 -0.37482 -0.217
O -0.31117 2.39690 0.34787 -0.144
C 1.04402 2.78354 0.56490 -0.419
C 1.80390 3.10127 -0.72041 -0.036
H 1.44394 4.01873 -1.18352 0.077
H 1.71923 2.27781 -1.42493 0.063
H 2.85492 3.22555 -0.47780 0.085
C 1.15281 3.93509 1.56768 -0.042
H 0.85108 4.88086 1.12059 0.071
H 0.52440 3.73592 2.43261 0.082
H 2.18273 4.02577 1.89852 0.082
H 1.47874 1.88021 1.00565 0.129
H -0.81599 3.35435 -1.42503 0.125
H -1.10734 4.29004 0.06111 0.124
H -3.24790 3.50803 -0.69955 0.121
H -0.47167 0.80580 -1.97266 0.150
C 2.29638 -3.01360 -1.69492 0.042
H 2.54124 -2.69753 -2.70645 0.098
H 2.98406 -3.79694 -1.38552 0.101
H 1.27690 -3.39073 -1.66358 0.101
O 3.79979 -1.37827 -0.82457 0.079
C 4.06822 -0.32055 -0.06633 -0.483
O 3.23116 0.27079 0.57235 0.131
C 5.54082 0.00414 -0.08122 -0.129
C 6.21373 -0.77942 1.04769 -0.076
H 5.80351 -0.47779 2.00838 0.082
H 7.28541 -0.59449 1.04751 0.071
H 6.03680 -1.84445 0.92135 0.080
H 5.66906 1.07570 0.07324 0.118
H 5.95889 -0.28703 -1.04434 0.119
H 0.62155 -2.68823 2.12174 0.119
H -1.69823 -1.78829 1.95471 0.128
H -3.70463 -0.64456 2.08744 0.124
H -4.07154 0.73589 1.06369 0.104
H -4.44822 -2.93426 1.45312 0.113
H -3.35997 -2.86719 0.06663 0.105
H -6.37859 -3.33063 -0.08068 0.071
H -5.28856 -3.26958 -1.46627 0.072
```

total charge = 0
SMILES string = CCCCC1=CC2=CC(=O)[C@](C)(OC(=O)CC)C(=O)C2=CN1CCCOC(C)C
max |F| = 0.8 eV Å⁻¹
LUMO = 0.27 eV
energy relative to the best compared isomer or geometry (same formula, charge and spin) = 7.8 kcal per mole
frontier orbital gap = 7.7 eV
HOMO energy = -7.4 eV


# 2
The following is a DFT calculation (wB97M-V/def2-TZVPD) of 2 unconnected molecules or ions with the total composition C23H34BN2O at a distorted geometry.

```
61
Properties=species:S:1:pos:R:3:lowdin_charge:R:1
C 0.96281 -5.45409 3.02709 -0.078
O 0.48091 -5.32292 1.71426 -0.052
C 0.78536 -4.11135 1.09697 -0.197
C 1.53279 -3.07432 1.67771 0.004
C 1.79825 -1.92212 0.98761 -0.009
C 1.33195 -1.73557 -0.33553 -0.217
C 1.60926 -0.58368 -1.11248 0.128
C 2.67642 0.32809 -0.94431 -0.116
C 2.87535 1.54394 -1.70768 -0.106
C 2.11128 2.18986 -2.68975 0.003
C 2.59647 3.34806 -3.25048 -0.056
C 3.82930 3.87975 -2.85834 -0.058
C 4.59374 3.25767 -1.90193 0.001
C 4.11565 2.08270 -1.31865 -0.142
N 4.66739 1.22377 -0.35495 -0.040
C 5.97095 1.38244 0.27764 0.022
C 3.81200 0.17894 -0.14086 0.058
C 0.54161 -2.76545 -0.89362 0.003
C 0.29532 -3.91774 -0.20309 0.022
H 0.67263 -6.43543 3.40347 0.105
H 2.04991 -5.37740 3.03089 0.099
H 0.52203 -4.68354 3.65962 0.100
H 1.89720 -3.19127 2.68214 0.109
H 2.31951 -1.12055 1.47889 0.112
H 0.99210 -0.43582 -1.98107 0.132
H 1.16375 1.78190 -2.99906 0.116
H 2.02487 3.85643 -4.00939 0.113
H 4.18651 4.78912 -3.31320 0.114
H 5.54844 3.65275 -1.60545 0.107
H 6.46490 2.28267 -0.08053 0.092
H 5.85052 1.44932 1.35645 0.104
H 6.59656 0.52168 0.05271 0.104
H 4.04829 -0.67046 0.47343 0.138
H 0.16240 -2.64732 -1.89426 0.128
H -0.27841 -4.71203 -0.64614 0.130
C -4.43489 2.76026 1.67536 -0.075
C -4.73157 1.58530 0.76737 -0.193
N -3.51554 0.76254 0.37912 -0.240
C -2.76057 0.30163 1.61287 -0.188
C -1.55800 -0.57218 1.32393 -0.085
C -3.92203 -0.42526 -0.47450 -0.198
C -4.74410 -0.07000 -1.69562 -0.075
B -2.55330 1.67175 -0.47228 -0.412
H -1.80116 1.02350 -1.10241 0.021
H -5.33370 3.34350 1.88878 0.088
H -4.02862 2.43995 2.63524 0.072
H -3.70699 3.43658 1.22619 0.075
H -5.46016 0.91364 1.23322 0.131
H -5.19800 1.94934 -0.15260 0.113
H -2.43735 1.19158 2.16036 0.113
H -3.46742 -0.21890 2.26741 0.132
H -1.02660 -0.84581 2.23823 0.085
H -1.83927 -1.50282 0.83026 0.069
H -0.84536 -0.06488 0.67305 0.057
H -3.00990 -0.94044 -0.78924 0.104
H -4.46573 -1.12982 0.16343 0.130
H -4.97497 -0.95134 -2.29832 0.086
H -5.69608 0.38822 -1.42542 0.074
H -4.21745 0.63589 -2.33858 0.075
H -3.15896 2.34634 -1.22123 0.036
H -1.92033 2.38343 0.21727 0.033
```

total charge = +1
max |F| = 2.8 eV Å⁻¹
LUMO = -4.89 eV
frontier orbital gap = 6.5 eV
HOMO energy = -11.4 eV


# 3
The following is a DFT calculation (wB97M-V/def2-TZVPD) of a molecular structure, C23H34BiCl2N3O3 at a distorted geometry.

```
66
Properties=species:S:1:pos:R:3:lowdin_charge:R:1
O -3.36839 -1.22604 0.54406 -0.082
C -4.19350 -2.06787 0.24527 -0.233
C -5.38800 -2.39087 1.12549 -0.184
C -5.71358 -1.51419 2.17779 -0.027
H -5.23587 -0.53187 2.21838 0.114
C -6.56951 -1.93114 3.19884 -0.077
H -6.72474 -1.28632 4.06088 0.102
C -7.19997 -3.17632 3.11194 -0.086
H -7.85570 -3.50064 3.91076 0.099
C -7.02111 -3.97052 1.97495 -0.083
H -7.54032 -4.92304 1.88922 0.101
C -6.15144 -3.55521 0.95791 -0.044
H -6.00980 -4.14312 0.04989 0.110
H -4.18712 -2.73840 -0.65999 0.116
C 0.89567 -3.18397 1.28213 -0.167
C 1.51117 -2.17013 0.42586 -0.464
H 1.63113 -3.93020 1.62492 0.066
H 0.07759 -3.72911 0.80214 0.063
H 0.44569 -2.73832 2.17856 0.055
C 2.74139 -2.09672 -0.04254 -0.272
C 3.86140 -3.07369 0.15108 -0.100
H 3.07510 -1.21670 -0.57673 0.054
H 3.52278 -3.91109 0.75499 0.054
H 4.71663 -2.60349 0.64031 0.070
H 4.18395 -3.46227 -0.81201 0.068
Bi 0.35216 -0.13339 0.05871 1.319
Cl -0.12876 0.34641 2.54944 -0.189
Cl -1.32114 -1.68201 -1.19185 -0.055
H -3.56142 2.68215 0.83807 0.092
H -2.47696 4.41170 2.34593 0.088
C -2.58398 2.18175 0.76208 -0.070
C -1.52642 3.88637 2.23001 -0.057
N -1.51805 3.15197 0.97795 -0.197
H -2.50007 1.71250 -0.22785 0.086
C -0.42561 3.17636 0.19943 -0.357
O -0.22234 2.40628 -0.75452 -0.188
H -0.70633 4.60085 2.16855 0.081
H 0.30888 3.95235 0.50202 0.141
H -2.55072 1.38439 1.52426 0.052
H -1.35292 3.19814 3.06933 0.079
H 2.51959 0.54472 -5.64630 0.096
H 0.01720 1.10910 -6.21093 0.090
C 2.12379 -0.28930 -5.03242 -0.029
C -0.25446 0.26437 -5.58095 -0.041
N 0.76866 0.01492 -4.58153 -0.181
H 2.76352 -0.40703 -4.14869 0.085
C 0.48088 0.12130 -3.28332 -0.345
O 1.32910 -0.01755 -2.37935 -0.180
H -1.15665 0.51735 -5.04098 0.084
H -0.57594 0.32680 -3.05119 0.104
H 2.13485 -1.23656 -5.61090 0.100
H -0.44869 -0.62514 -6.17740 0.092
C 6.58276 3.29582 0.93485 -0.049
C 5.22748 2.64732 0.81236 -0.268
C 4.69828 1.86094 1.82603 -0.030
C 3.49082 1.19484 1.63490 -0.127
N 2.77849 1.28834 0.49550 -0.015
C 3.24830 2.09937 -0.46999 -0.123
C 4.45552 2.80266 -0.34776 -0.017
H 6.64107 3.96847 1.80004 0.085
H 7.37871 2.55241 1.07823 0.087
H 6.83546 3.87372 0.04288 0.075
H 5.21257 1.73426 2.77917 0.117
H 3.06568 0.54616 2.40814 0.102
H 2.63951 2.17013 -1.36875 0.100
H 4.75373 3.43802 -1.16732 0.105
```

total charge = 0
max |F| = 2.4 eV Å⁻¹
LUMO = 0.53 eV
energy relative to the best compared isomer or geometry (same formula, charge and spin) = 0.0 kcal per mole
frontier orbital gap = 7.7 eV
HOMO energy = -7.2 eV


# 4
The following is a DFT calculation (wB97M-V/def2-TZVPD) of 3 unconnected molecules or ions with the total composition C23H34Br4FNO3 at a distorted geometry.

```
66
Properties=species:S:1:pos:R:3:lowdin_charge:R:1
C 6.25126 0.69308 -0.91978 -0.131
O 5.20190 0.81362 -1.94764 -0.271
C 3.87562 1.06832 -1.36298 -0.227
C 2.71061 1.16407 -2.55888 -0.167
C 2.57729 2.67951 -3.17479 -0.217
C 1.10758 2.96280 -3.92233 -0.204
C -0.01326 2.88786 -2.73104 -0.238
C -1.49612 3.46342 -3.12003 -0.197
C -2.26766 4.07264 -1.76842 -0.214
C -3.69269 3.33342 -1.43770 -0.216
C -3.57576 2.17820 -0.23205 -0.205
C -2.47146 1.09604 -0.77094 -0.184
C -2.34052 -0.28135 0.10290 -0.048
C -2.37800 -0.43127 1.73229 0.026
C -2.15916 -1.95373 2.38419 -0.087
C -1.90521 -3.31214 1.44996 -0.029
C -1.87129 -3.19020 -0.18031 -0.023
C -2.09481 -1.68042 -0.77312 0.030
C -2.00661 -1.92213 -2.39212 -0.186
O -1.87368 -1.08714 -3.42614 -0.014
N -2.11188 -3.44176 -2.60082 0.005
F -1.61561 -3.88941 -3.80485 0.008
C -1.61180 -4.25854 -1.39037 -0.175
O -1.07045 -5.48292 -1.39892 -0.005
H 6.10026 1.52910 -0.08133 0.102
H 7.28283 0.91469 -1.47225 0.107
H 6.26558 -0.38476 -0.43638 0.100
H 3.55385 0.12843 -0.70372 0.125
H 3.83684 1.98990 -0.62778 0.126
H 2.99094 0.41160 -3.43914 0.131
H 1.73560 0.73759 -2.07177 0.099
H 3.48241 2.99011 -3.86275 0.118
H 2.58473 3.43680 -2.25177 0.106
H 1.11770 3.96221 -4.53285 0.111
H 0.95244 2.04568 -4.65151 0.118
H 0.37926 3.49527 -1.80731 0.109
H -0.16265 1.73060 -2.47845 0.100
H -1.51597 4.21496 -4.02411 0.113
H -2.14849 2.51887 -3.44323 0.102
H -2.53515 5.19517 -2.06782 0.110
H -1.53470 4.13427 -0.85654 0.105
H -4.05350 2.77494 -2.40419 0.108
H -4.46625 4.16581 -1.07157 0.117
H -4.62174 1.71635 0.05073 0.121
H -3.08841 2.74699 0.68727 0.114
H -1.41057 1.63500 -0.67989 0.124
H -2.76108 0.86302 -1.89986 0.118
H -2.54923 0.52314 2.38990 0.100
H -2.14015 -2.09555 3.55411 -0.063
H -1.71507 -4.39022 1.91995 0.111
Br 4.12291 -4.49638 3.25960 0.600
C 2.30229 -4.99686 2.76999 -0.694
C 1.71292 -4.01663 1.78305 -0.668
Br 1.15773 -2.37067 2.66972 0.658
H 1.73171 -5.07421 3.69929 0.051
H 2.39268 -5.99008 2.32046 0.061
H 0.79977 -4.42076 1.33689 0.040
H 2.40610 -3.73244 0.98648 0.059
Br -2.78031 -1.91610 5.70442 0.691
C -0.88940 -1.54993 6.01302 -0.668
C -0.70519 -0.44751 7.02939 -0.688
Br -1.04617 1.30324 6.24061 0.601
H -0.44538 -1.32289 5.04016 0.009
H -0.47560 -2.49158 6.38558 0.067
H 0.33304 -0.40770 7.37103 0.062
H -1.36488 -0.54143 7.89644 0.054
```

total charge = 0
SMILES string = COCCCCCCCCCCc1cccc2c1C(=O)N(F)C2=O.BrCCBr.BrCCBr
max |F| = 9.0 eV Å⁻¹
LUMO = -1.67 eV
frontier orbital gap = 7.4 eV
HOMO energy = -9.1 eV


> The lowest max |F| belongs to which entry?

C23H33NO5